36
Properties=species:S:1:pos:R:3 method="wB97M-V/def2-TZVPD" molar_mass_g_mol=318.4 lumo_energy_ha=-0.00104 relative_energy_kcal_mol=203.1 smiles="O[C@@H]1CCCN(C(=S)Nc2ccc(SC(F)F)cc2)C1" homo_energy_ev=-8.181
O -1.65757 -1.50334 1.93704
C -2.30000 -1.83614 0.70785
C -1.52384 -2.63704 -0.34878
C -0.52211 -1.78668 -0.99792
C -1.30319 -0.44126 -1.30871
N -2.20411 0.09414 -0.18449
C -2.20541 1.55934 -0.20011
S -3.60204 2.30924 0.38572
N -1.03395 2.26486 -0.34979
C 0.17678 2.19973 0.04015
C 1.17822 2.82712 -0.64524
C 2.61358 2.24485 -0.34329
C 2.87858 1.48841 0.69891
S 4.65893 1.05983 0.94741
C 4.59670 -0.48949 0.08252
F 3.69573 -1.47910 0.27190
F 4.20249 -0.16229 -1.16110
C 1.81683 0.68829 1.14527
C 0.44721 0.96711 1.07796
C -3.11500 -0.86684 0.13598
H -1.11564 -2.27520 2.24083
H -3.21150 -2.41798 1.09366
H -1.10018 -3.60160 0.08752
H -2.24977 -3.01874 -1.13329
H 0.00102 -2.07826 -1.78139
H 0.17070 -1.30020 -0.02316
H -0.48225 0.34405 -1.61663
H -1.86460 -0.51400 -2.27278
H -1.19706 3.31838 -0.45361
H 1.06028 3.69846 -1.47950
H 3.34252 3.02324 -0.50607
H 5.63373 -0.84174 0.06896
H 2.01288 -0.11959 2.07644
H -0.25244 0.30756 1.48952
H -3.66373 -0.00609 0.87745
H -3.88177 -1.01899 -0.55922